Entry 1:
ORCA calculation (ωB97M-V with the def2-TZVPD basis set) on C34H50BaGeN3OPSi3 as an isolated structure.

Element x y z (Å)
1 Ba 0.9007 -0.2769 -0.2694
2 O -0.9459 -4.3298 -1.4922
3 C -0.7926 -3.1056 -1.4386
4 N -0.7333 -2.3069 -0.3135
5 C -1.5802 -2.8458 0.7283
6 C -1.1642 -2.4044 2.1334
7 C -1.5436 -3.1380 3.2892
8 C -1.3000 -2.5878 4.5257
9 C -0.6567 -1.3503 4.6125
10 C -0.2280 -0.7221 3.4480
11 N -0.4318 -1.2729 2.2462
12 C -0.5470 -2.5171 -2.7818
13 C -1.0510 -3.2183 -3.9196
14 C -1.2198 -2.4969 -5.0586
15 C -0.7125 -1.1755 -5.1659
16 C -0.2192 -0.6053 -4.0227
17 N -0.0385 -1.2816 -2.8667
18 H -2.6474 -2.5239 0.6219
19 H -1.5772 -3.9565 0.6547
20 H -1.9974 -4.1221 3.2680
21 H -1.6415 -3.0897 5.4088
22 H -0.4580 -0.8313 5.5406
23 H 0.3337 0.2285 3.4943
24 H -1.3865 -4.2373 -3.7992
25 H -1.7162 -2.9504 -5.9079
26 H -0.7232 -0.6080 -6.1140
27 H 0.0878 0.4454 -3.9987
28 C -3.2223 4.5620 -2.2181
29 Si -2.1121 3.0151 -2.3773
30 C -0.4874 3.5371 -3.2154
31 C -2.9185 1.7688 -3.4918
32 Ge -1.7047 2.0619 -0.1856
33 Si -0.7818 3.9313 0.9330
34 C -0.7402 3.7670 2.8058
35 C -1.5353 5.6579 0.6577
36 C 1.0157 3.8440 0.4370
37 Si -3.8737 1.6162 0.7463
38 C -3.8419 1.0493 2.5914
39 C -4.6608 0.3125 -0.3398
40 C -5.0674 3.0677 0.6663
41 H -2.7290 5.4464 -2.5828
42 H -3.4735 4.7995 -1.1539
43 H -4.1148 4.4531 -2.8177
44 H -0.6195 3.3616 -4.2642
45 H 0.3389 2.8771 -2.8799
46 H -0.2209 4.5788 -3.0671
47 H -2.4352 1.6562 -4.4477
48 H -3.9717 1.9996 -3.6394
49 H -2.9362 0.7266 -3.0469
50 H -1.7093 3.5015 3.2413
51 H -0.3619 4.6443 3.2900
52 H -0.0449 2.9606 3.0956
53 H -2.5976 5.7402 0.9787
54 H -1.4984 5.9504 -0.3905
55 H -0.9766 6.3529 1.2383
56 H 1.4854 3.0104 0.9470
57 H 1.5104 4.7754 0.7338
58 H 1.1317 3.6819 -0.6196
59 H -4.8560 0.6118 2.7469
60 H -3.7884 1.9217 3.2571
61 H -3.0788 0.3202 2.8489
62 H -4.0227 -0.5251 -0.6478
63 H -4.9477 0.7544 -1.3151
64 H -5.5687 -0.0261 0.1364
65 H -4.7131 3.9231 1.2400
66 H -6.0276 2.8080 1.0712
67 H -5.0927 3.3657 -0.3806
68 C 6.1261 -0.6233 -0.1992
69 P 4.2974 -0.8324 -0.0549
70 C 4.1925 -2.4622 -0.9156
71 C 3.6635 -2.5015 -2.1978
72 C 3.5484 -3.7206 -2.8539
73 C 3.9367 -4.8774 -2.2356
74 C 4.5868 -4.8214 -1.0033
75 C 4.7873 -3.6203 -0.3281
76 C 4.0580 -1.3067 1.7169
77 C 4.8040 -0.5949 2.6539
78 C 4.7858 -0.9563 4.0039
79 C 4.0347 -2.0385 4.4460
80 C 3.2671 -2.7321 3.5113
81 C 3.2663 -2.4017 2.1540
82 H 6.3704 0.3993 -0.0081
83 H 6.4355 -0.8076 -1.2255
84 H 6.7618 -1.2249 0.4629
85 H 3.3348 -1.5685 -2.6483
86 H 3.1589 -3.6947 -3.8797
87 H 3.7794 -5.8368 -2.7460
88 H 4.7765 -5.7519 -0.5094
89 H 5.2607 -3.6025 0.6502
90 H 5.3598 0.2858 2.3020
91 H 5.2980 -0.3718 4.7245
92 H 3.9877 -2.3072 5.4893
93 H 2.6763 -3.6166 3.8313
94 H 2.6844 -2.9936 1.4545

Results
Electronic energy   -132716.07315 eV
Net charge   +1
Multiplicity   2
LUMO energy (alpha / beta)   -2.3 / -4.6 eV
Largest force on an atom   0.0413 Eh/bohr
Frontier orbital gap (alpha / beta)   0.29813 / 0.21268 Eh

Entry 2:
ORCA calculation (ωB97M-V with the def2-TZVPD basis set) on C34H50BaN11O4PSSi as an isolated structure.

Element x y z (Å)
1 Ba 0.5898 -0.3968 -0.8754
2 N 0.2964 2.6681 -3.2888
3 C -0.8578 3.4823 -2.9182
4 C -1.4332 3.0201 -1.5860
5 N -1.6894 1.5842 -1.5061
6 C -2.9242 1.1063 -2.1282
7 C -2.8413 0.8345 -3.6329
8 N -1.6573 0.0958 -4.0441
9 H 0.7713 3.0532 -4.0958
10 H 0.9710 2.6574 -2.5284
11 H -0.6276 4.5509 -2.8136
12 H -1.6093 3.4018 -3.7071
13 H -0.7025 3.2551 -0.8071
14 H -2.3405 3.6068 -1.3761
15 H -1.7580 1.3489 -0.5259
16 H -3.1789 0.1734 -1.6216
17 H -3.7496 1.8166 -1.9584
18 H -3.7360 0.2747 -3.9180
19 H -2.8708 1.7675 -4.1988
20 H -0.8459 0.6628 -3.7953
21 H -1.5911 -0.7700 -3.5062
22 O 1.6012 2.0138 -0.3656
23 S 3.0379 1.6901 -0.3970
24 O 3.8321 2.6052 -1.1680
25 O 3.1889 0.2679 -0.7627
26 C 3.6781 1.7615 1.2738
27 C 5.0033 2.1757 1.3702
28 C 5.6535 2.1566 2.5916
29 C 4.9769 1.7210 3.7197
30 C 3.6532 1.3244 3.6239
31 C 2.9730 1.3394 2.4071
32 P 1.1862 0.8637 2.3242
33 C 0.9866 -0.1828 3.8115
34 C 0.9062 0.2732 5.1280
35 C 0.7542 -0.6223 6.1751
36 C 0.6877 -1.9868 5.9220
37 C 0.7684 -2.4514 4.6188
38 C 0.9093 -1.5540 3.5690
39 C 0.4079 2.4575 2.7888
40 C -0.8235 2.4656 3.4455
41 C -1.4812 3.6587 3.7037
42 C -0.9238 4.8624 3.2988
43 C 0.2912 4.8638 2.6292
44 C 0.9515 3.6712 2.3726
45 H 5.5051 2.5119 0.4740
46 H 6.6843 2.4790 2.6604
47 H 5.4749 1.6960 4.6806
48 H 3.1400 0.9930 4.5165
49 H 0.9566 1.3344 5.3366
50 H 0.6863 -0.2554 7.1914
51 H 0.5636 -2.6833 6.7414
52 H 0.6975 -3.5122 4.4141
53 H 0.9318 -1.9167 2.5471
54 H -1.2812 1.5317 3.7462
55 H -2.4357 3.6443 4.2145
56 H -1.4371 5.7945 3.4976
57 H 0.7298 5.7977 2.3015
58 H 1.8938 3.6918 1.8413
59 C -0.1921 -3.6607 -3.5637
60 C -0.9961 -3.6835 -2.2901
61 C -1.5559 -4.8646 -1.8406
62 C -2.2933 -4.8247 -0.6549
63 C -2.4473 -3.6445 0.0211
64 C -1.8700 -2.4434 -0.4902
65 N -1.1465 -2.5148 -1.6516
66 N -1.9480 -1.2424 0.1014
67 Si -3.1108 -0.8095 1.2782
68 C -3.1085 1.0645 1.4859
69 C -2.8153 -1.5061 3.0059
70 C -4.8620 -1.2705 0.7507
71 H -0.8366 -3.8500 -4.4255
72 H 0.5757 -4.4361 -3.5526
73 H 0.2880 -2.6941 -3.6986
74 H -1.4200 -5.7843 -2.3935
75 H -2.7389 -5.7329 -0.2637
76 H -2.9923 -3.6098 0.9542
77 H -3.5791 1.3301 2.4364
78 H -3.6687 1.5652 0.6916
79 H -2.0996 1.4856 1.5140
80 H -1.8166 -1.2392 3.3631
81 H -2.8897 -2.5956 3.0382
82 H -3.5439 -1.1015 3.7141
83 H -5.1443 -0.7111 -0.1455
84 H -5.5846 -1.0297 1.5348
85 H -4.9592 -2.3321 0.5181
86 N -0.2150 -1.1352 -6.6147
87 C 0.9917 -0.6444 -6.9079
88 N 1.3150 -0.4804 -8.2203
89 N 1.9167 -0.3009 -6.0376
90 C 1.6364 -0.3885 -4.7578
91 N 1.4417 -0.4847 -3.6205
92 H -0.8753 -1.2624 -7.3622
93 H -0.6049 -1.1197 -5.6474
94 H 0.7990 -0.9778 -8.9232
95 H 2.2885 -0.3083 -8.4032
96 N 3.8811 -2.2234 0.6116
97 C 2.7575 -2.9803 0.6067
98 N 2.8881 -4.2955 0.9271
99 O 1.6486 -2.5061 0.3371
100 H 4.7852 -2.6611 0.5939
101 H 3.8010 -1.3031 0.1855
102 H 3.7220 -4.6494 1.3583
103 H 2.0352 -4.8174 1.0260

Results
Electronic energy   -89354.60627 eV
LUMO energy   0.3 eV
Largest force on an atom   0.0229 Eh/bohr
Frontier orbital gap   0.25668 Eh